This record from the Open Molecules 2025 dataset describes a cluster of 2 separate species, C4H8N2OS in total at a distorted geometry. The level of theory is ωB97M-V with the def2-TZVPD basis set.

CARTESIAN COORDINATES (ANGSTROEM)
C (2.18722, 0.95612, 0.66184)
C (-1.78235, -1.46804, 1.15992)
C (2.26100, -1.34109, -0.44728)
C (-1.62535, 1.85835, -0.86248)
N (2.10775, -0.06927, 0.11493)
N (-1.58159, 0.80391, 0.08343)
O (2.06949, 2.00135, 1.11740)
S (-2.61308, -0.31752, 0.36106)
H (-2.41939, -2.25222, 1.63321)
H (-0.69930, -1.62838, 1.18479)
H (1.65232, -1.99720, 0.37488)
H (1.94652, -1.26114, -1.50500)
H (3.28276, -1.75816, -0.49263)
H (-2.62641, 2.28501, -0.99095)
H (-0.91338, 2.70345, -0.42287)
H (-1.24621, 1.48482, -1.97027)

Computed properties:
Calculated total energy (Ha): -740.0087
LUMO energy (spin up / spin down) (eV): 0.0 / 0.0
Kohn-Sham gap (spin up / spin down) (Eh): 0.29933 / 0.29938
ΔE to the lowest compared entry with this formula, charge and spin (kcal/mol): 96.18
Largest force on an atom (eV/A): 3.47

=====

This record from the Open Molecules 2025 dataset describes a cluster of 12 separate species, C13H50O12 in total at a distorted geometry. The level of theory is ωB97M-V with the def2-TZVPD basis set.

CARTESIAN COORDINATES (ANGSTROEM)
C (2.62605, 1.68225, -3.74724)
O (3.80561, 1.65694, -2.94276)
H (2.83079, 1.03575, -4.60060)
H (1.66086, 1.40645, -3.32246)
H (2.49854, 2.67719, -4.17378)
H (3.59584, 2.02888, -2.08297)
C (2.78278, 3.51295, 0.42839)
O (2.98652, 2.46886, -0.48193)
H (1.72370, 3.64255, 0.65120)
H (3.11824, 3.21832, 1.42275)
H (3.28091, 4.44268, 0.15348)
H (2.16927, 1.97761, -0.59322)
C (0.37838, -0.05199, 0.63863)
O (0.72161, 0.73122, -0.48388)
H (-0.33464, -0.86115, 0.48063)
H (1.27553, -0.57894, 0.96350)
H (-0.03897, 0.56523, 1.43422)
H (0.04467, 0.95758, -1.12584)
C (-1.54621, 3.65834, 0.57102)
O (-1.17422, 4.73789, 1.41128)
H (-2.19092, 2.94450, 1.08375)
H (-2.05919, 4.01505, -0.32213)
H (-0.62645, 3.14010, 0.29979)
H (-1.97000, 5.12982, 1.77835)
C (1.75948, -3.60233, -0.60289)
O (2.73167, -3.94640, -1.61059)
H (0.88972, -3.09523, -1.02061)
H (1.30684, -4.45084, -0.08980)
H (2.14515, -2.92194, 0.15632)
H (3.54112, -4.16936, -1.14509)
C (4.74185, -0.92890, -0.22438)
O (5.51512, -1.81798, 0.55345)
H (4.13971, -0.26430, 0.39517)
H (5.34881, -0.40523, -0.96294)
H (4.04045, -1.51982, -0.81340)
H (5.62663, -2.64688, 0.08218)
C (0.25722, 2.48103, 4.02542)
O (-0.07359, 1.51835, 5.01603)
H (0.85455, 3.27153, 4.47974)
H (0.85312, 1.96941, 3.26961)
H (-0.66255, 2.89918, 3.61641)
H (-0.63086, 1.90884, 5.69321)
C (-3.57643, 0.65464, -0.31832)
O (-4.13603, 0.93144, 0.95146)
H (-4.21992, -0.01273, -0.89159)
H (-3.40894, 1.52256, -0.95611)
H (-2.59504, 0.19234, -0.21232)
H (-4.96174, 1.39125, 0.78304)
C (-2.26022, -3.28865, 0.23056)
O (-1.26599, -4.26648, 0.18230)
H (-2.42157, -2.94784, -0.79214)
H (-3.20878, -3.72095, 0.54906)
H (-2.10254, -2.46858, 0.93108)
H (-0.95807, -4.34585, 1.08811)
O (-1.10669, 1.15054, -2.49465)
H (-1.54251, 1.94213, -2.81037)
H (-1.16075, 0.53800, -3.22821)
C (-1.10513, -2.33552, -3.14815)
C (-0.48118, -1.75968, -4.39471)
O (-0.97209, -0.50620, -4.80420)
H (-0.50708, -3.18255, -2.81205)
H (-2.10315, -2.74849, -3.29486)
H (-1.06423, -1.63978, -2.31007)
H (-0.38353, -2.45152, -5.23133)
H (0.56027, -1.60084, -4.11500)
H (-0.35947, -0.19477, -5.47451)
C (-1.75811, -1.63913, 3.80745)
C (-2.82817, -0.60290, 4.14335)
O (-3.93332, -0.75613, 3.25576)
H (-2.31567, -2.52131, 3.49282)
H (-1.11369, -1.91570, 4.64192)
H (-1.12112, -1.33644, 2.97636)
H (-2.37251, 0.37874, 4.27319)
H (-3.23743, -0.81485, 5.13111)
H (-3.92201, -0.06200, 2.59269)

Computed properties:
Calculated total energy (Ha): -1427.9744
LUMO energy (eV): 0.1
Kohn-Sham gap (Eh): 0.35705
ΔE to the lowest compared entry with this formula, charge and spin (kcal/mol): 32.60
Largest force on an atom (eV/A): 2.14
Structure (SMILES): CCO.CCO.CO.CO.CO.CO.CO.CO.CO.CO.CO.O

=====

This record from the Open Molecules 2025 dataset describes a structure of composition C13H19Cl3MnN5O5SSi at a distorted geometry. The level of theory is ωB97M-V with the def2-TZVPD basis set.

CARTESIAN COORDINATES (ANGSTROEM)
Mn (0.08715, 2.23389, -0.15939)
C (2.60623, -4.41012, -0.92625)
C (2.71552, -2.96622, -0.95944)
C (3.87894, -2.30363, -0.54587)
C (3.95928, -0.89497, -0.59193)
C (2.88179, -0.17612, -1.13307)
C (1.70834, -0.80925, -1.50718)
C (1.62960, -2.16895, -1.41831)
S (2.93102, 1.63294, -1.14517)
O (2.19518, 2.06240, -2.33073)
O (4.32011, 1.97987, -0.94775)
N (2.00747, 2.02201, 0.10574)
C (2.41073, 1.64889, 1.47053)
C (1.22413, 0.95624, 2.09046)
O (1.45013, 0.15046, 2.97244)
O (0.03753, 1.17078, 1.62965)
H (1.77729, -4.70052, -1.50258)
H (2.52847, -4.74645, 0.09076)
H (3.56650, -4.90997, -1.34551)
H (4.72776, -2.88223, -0.20987)
H (4.86405, -0.45012, -0.32655)
H (0.80867, -0.26079, -1.80397)
H (0.73882, -2.74135, -1.74239)
H (2.70251, 2.56409, 2.06483)
H (3.25648, 1.00775, 1.48087)
Cl (-2.66081, 4.75384, 1.39117)
Si (-1.42639, 4.36034, -0.40851)
Cl (-2.91131, 4.67378, -1.88555)
Cl (-0.42971, 6.14388, -0.46031)
C (-4.64978, 1.84633, -0.33375)
C (-4.27764, 0.92536, 0.79233)
O (-3.15522, 1.40209, 1.48866)
H (-5.43734, 1.37478, -0.97227)
H (-3.87474, 1.94357, -1.05512)
H (-4.89936, 2.85080, -0.03840)
H (-3.99142, -0.02717, 0.44446)
H (-5.15509, 0.78717, 1.45080)
H (-3.31784, 2.25980, 1.78831)
N (-1.53794, -3.26517, 0.58771)
C (-1.50305, -1.90777, 0.38569)
N (-1.41954, -1.13554, 1.48135)
N (-1.43931, -1.54275, -0.88369)
C (-1.39176, -0.24869, -1.05767)
N (-1.38392, 0.91258, -1.18786)
H (-1.87585, -3.47837, 1.47726)
H (-1.83723, -3.77429, -0.23933)
H (-1.31022, -1.72729, 2.34270)
H (-1.12826, -0.13590, 1.58273)

Computed properties:
Calculated total energy (Ha): -4376.3276
LUMO energy (spin up / spin down) (eV): 2.3 / 2.3
Total charge: -1
Kohn-Sham gap (spin up / spin down) (Eh): 0.27629 / 0.30150
Spin multiplicity: 6
Largest force on an atom (eV/A): 3.02

=====

This record from the Open Molecules 2025 dataset describes the molecule C6H12O at a distorted geometry. The level of theory is ωB97M-V with the def2-TZVPD basis set.

CARTESIAN COORDINATES (ANGSTROEM)
C (2.07577, -0.12328, 0.97450)
C (1.52249, -0.47906, -0.40490)
C (0.29847, 0.37348, -0.76697)
C (-0.83000, -0.10704, -1.66731)
C (-1.07783, 0.28719, -0.23190)
C (-1.73098, -0.53725, 0.83001)
O (-1.46885, 1.75964, -0.14533)
H (2.96195, -0.71450, 1.23271)
H (1.32238, -0.29699, 1.75198)
H (2.35195, 0.93578, 1.00570)
H (1.29670, -1.56347, -0.42972)
H (2.31277, -0.34243, -1.15778)
H (0.04907, 1.55119, -0.66485)
H (-0.93459, -1.17468, -1.91316)
H (-1.18979, 0.53970, -2.46262)
H (-2.81365, -0.39731, 0.76287)
H (-1.39560, -0.21782, 1.82473)
H (-1.51124, -1.60474, 0.72562)
H (-1.23902, 2.11161, 0.73643)

Computed properties:
Calculated total energy (Ha): -310.9614
LUMO energy (eV): 1.0
Kohn-Sham gap (Eh): 0.38637
ΔE to the lowest compared entry with this formula, charge and spin (kcal/mol): 61.43
Largest force on an atom (eV/A): 4.09
Structure (SMILES): CC[C@H]1C[C@]1(C)O

=====

> The highest largest force on an atom belongs to which entry?

C6H12O

=====

> The highest largest force on an atom belongs to which entry?

C6H12O

=====

> largest force on an atom of number 3 (C13H19Cl3MnN5O5SSi)?

3.02 eV/A